Molecular formula: ClHNO2P
Method: DFT, wB97M-V/def2-TZVPD

```
6
Properties=species:S:1:pos:R:3:forces:R:3
N 0.497354 -0.542362 -0.100108 -2.19 0.76 0.87
O 0.495975 -1.793002 -0.083952 0.03 0.73 0.08
O 1.719257 1.829215 -0.365324 -0.38 0.43 0.07
P 1.776803 0.550144 0.349352 0.10 0.26 -0.04
Cl 3.419208 -0.451699 -0.087264 0.69 -0.71 -0.07
H -0.438471 -0.010018 0.217521 1.75 -1.48 -0.92
```
Forces are in eV/Å.

E   -1007.3142 hartree
Energy above the lowest of the compared OMol25 structures with the same formula, charge and spin   0.00 kJ/mol
E_LUMO (alpha / beta)   -2.32 / -1.25 eV
Kohn-Sham gap (alpha / beta)   7.8 / 8.5 eV